This record from OMol25 describes a structure of composition C26H46Cl2O2P2Pt in a non-equilibrium geometry. The level of theory is wB97M-V/def2-TZVPD.

Results
**Kohn-Sham gap (spin up / spin down)**: 7.85 / 4.16 eV
**⟨S²⟩**: 6.0141
**Energy above the lowest of the compared OMol25 structures with the same formula, charge and spin**: 26.3 kcal/mol
**Spin multiplicity**: 5
**Total energy**: -78652.4511 eV
**Maximum force**: 0.078 hartree/bohr
**Charge**: +2
**LUMO (spin up / spin down)**: -5.907 / -9.498 eV

```
79
Properties=species:S:1:pos:R:3:mulliken_spin:R:1
Pt 1.055 -0.279 -1.006 0.64
C 0.600 -1.980 1.916 0.23
C 1.880 -1.938 1.338 0.29
C 1.238 0.247 1.876 0.28
C 0.243 -0.647 2.301 0.37
C 2.286 -0.531 1.203 0.43
C -0.155 -3.203 2.277 -0.03
H -0.143 -3.931 1.449 0.01
H -1.199 -2.935 2.500 0.00
H 0.258 -3.705 3.171 0.02
C -0.765 -0.290 3.306 0.04
H -1.561 -1.032 3.402 -0.01
H -1.207 0.707 3.146 -0.01
H -0.227 -0.247 4.268 0.04
C 1.342 1.644 2.348 0.00
H 1.738 1.661 3.382 0.02
H 0.341 2.109 2.358 0.00
H 2.004 2.254 1.717 0.00
C 3.700 -0.075 1.177 0.00
H 4.301 -0.677 1.877 0.02
H 3.774 0.972 1.494 -0.01
H 4.145 -0.164 0.181 0.02
C 2.761 -3.109 1.183 0.04
H 3.115 -3.485 2.161 0.02
H 3.648 -2.854 0.591 0.00
H 2.223 -3.944 0.707 0.01
C -0.530 -0.977 -2.228 0.13
C 0.002 -2.008 -1.371 0.19
C 0.848 -3.121 -1.942 0.03
C 2.327 -2.712 -2.108 0.06
C 2.616 -1.240 -1.896 0.00
C 2.098 -0.241 -2.826 0.12
C 1.253 -0.648 -4.023 0.04
C -0.231 -0.962 -3.709 0.01
H 0.435 -3.453 -2.908 0.00
H 2.692 -2.965 -3.111 -0.01
H 0.779 -3.996 -1.277 0.00
H -0.532 -1.918 -4.172 0.00
H -1.497 -0.551 -1.899 0.01
H -0.651 -2.286 -0.536 -0.05
H -0.864 -0.201 -4.190 0.00
H 1.306 0.197 -4.730 0.01
H 2.708 0.665 -2.960 0.00
H 1.748 -1.513 -4.486 0.00
H 2.929 -3.294 -1.403 0.00
H 3.576 -0.983 -1.424 0.00
P -2.662 -0.396 0.369 0.46
C -3.728 -0.372 1.835 0.05
H -4.771 -0.343 1.495 0.02
H -3.486 0.509 2.447 -0.01
H -3.522 -1.285 2.413 -0.01
C -3.543 0.711 -0.800 0.07
H -4.607 0.436 -0.810 0.02
H -3.109 0.627 -1.807 -0.01
H -3.413 1.745 -0.447 -0.02
C -3.099 -2.063 -0.268 0.08
H -2.621 -2.260 -1.234 -0.01
H -4.188 -2.149 -0.365 0.02
H -2.725 -2.814 0.439 0.00
P 0.451 2.259 -0.901 0.01
C 2.260 2.470 -1.103 0.08
H 2.466 2.990 -2.041 0.01
H 2.762 1.488 -1.135 -0.03
H 2.671 3.018 -0.247 -0.01
C -0.309 2.431 -2.550 0.01
H -0.096 1.565 -3.187 0.00
H 0.053 3.353 -3.018 0.00
H -1.398 2.503 -2.405 0.00
C -0.005 3.864 -0.141 0.03
H 0.463 4.693 -0.693 0.00
H 0.335 3.870 0.904 0.00
H -1.099 3.961 -0.143 0.00
Cl -1.807 5.585 2.343 0.00
C -3.097 4.362 2.348 0.02
Cl -4.103 4.399 0.884 0.00
C -2.405 2.965 2.465 -0.02
O -2.366 2.526 3.630 0.01
O -1.981 2.455 1.378 0.19
H -3.730 4.534 3.226 0.00
```

This record from OMol25 describes a structure of composition C26H46IrOP2 in a non-equilibrium geometry. The level of theory is wB97M-V/def2-TZVPD.

Results
**Kohn-Sham gap (spin up / spin down)**: 6.09 / 5.58 eV
**⟨S²⟩**: 8.7947
**Energy above the lowest of the compared OMol25 structures with the same formula, charge and spin**: 37.2 kcal/mol
**Spin multiplicity**: 6
**Total energy**: -51147.4148 eV
**Maximum force**: 0.079 hartree/bohr
**Charge**: +2
**LUMO (spin up / spin down)**: -5.168 / -8.437 eV

```
76
Properties=species:S:1:pos:R:3:mulliken_spin:R:1
Ir -0.093 0.798 0.077 1.59
C -1.805 1.902 -0.108 0.05
C -2.867 1.016 0.487 0.29
C -2.087 2.295 2.221 0.20
C -1.413 2.758 1.081 0.44
C -2.974 1.236 1.849 0.22
C -2.028 2.590 -1.421 -0.01
H -2.471 1.894 -2.159 0.00
H -1.082 2.968 -1.817 0.00
H -2.725 3.432 -1.328 0.01
C -0.971 4.156 0.909 0.02
H -0.201 4.280 0.130 0.01
H -0.606 4.588 1.846 0.00
H -1.839 4.768 0.614 0.02
C -2.089 2.922 3.571 -0.03
H -3.103 3.231 3.879 0.01
H -1.455 3.804 3.631 0.00
H -1.748 2.206 4.336 0.02
C -3.874 0.542 2.790 0.00
H -4.727 1.164 3.126 0.01
H -3.341 0.228 3.700 0.01
H -4.304 -0.361 2.328 0.00
C -3.798 0.163 -0.301 0.01
H -4.854 0.473 -0.182 0.02
H -3.730 -0.884 0.049 0.02
H -3.556 0.196 -1.366 0.00
C 2.743 -1.642 -2.614 0.26
C 1.546 -1.429 -3.278 -0.05
C 0.834 -2.594 -3.920 0.02
C 0.579 -3.728 -2.901 -0.01
C 0.438 -3.202 -1.475 -0.01
C 1.440 -3.266 -0.594 0.03
C 2.877 -3.622 -0.966 0.03
C 3.344 -2.977 -2.315 -0.01
H 1.424 -2.987 -4.768 0.00
H 1.343 -4.515 -3.005 0.00
H -0.123 -2.278 -4.341 0.00
H 3.235 -3.690 -3.130 0.01
H 3.441 -0.808 -2.497 0.01
H 1.420 -0.523 -3.879 0.01
H 4.427 -2.812 -2.242 0.00
H 3.583 -3.297 -0.178 0.01
H 1.215 -3.435 0.457 0.01
H 3.002 -4.719 -1.037 -0.01
H -0.363 -4.227 -3.184 0.00
H -0.601 -3.208 -1.139 0.01
P 1.224 0.099 -1.606 0.36
P 0.308 -0.567 1.894 0.17
C 2.300 -0.583 -0.179 0.08
C 1.995 -0.906 1.295 0.03
H 3.291 -0.140 -0.296 0.02
H 2.322 -1.593 -0.609 -0.03
H 2.129 -1.976 1.491 0.00
H 2.719 -0.359 1.915 0.01
C 0.358 -0.165 3.665 0.02
H -0.598 0.284 3.981 -0.01
H 1.170 0.546 3.876 0.00
H 0.531 -1.088 4.244 0.01
C -0.909 -1.866 1.624 0.04
H -0.471 -2.853 1.829 0.01
H -1.257 -1.825 0.581 -0.01
H -1.790 -1.696 2.265 -0.01
C 1.894 1.533 -2.477 0.03
H 1.059 2.193 -2.791 0.02
H 2.438 1.155 -3.362 0.00
H 2.558 2.108 -1.814 -0.01
C -0.463 -0.405 -2.087 -0.08
H -1.279 -0.110 -1.383 0.03
H -0.497 -1.507 -2.134 0.04
H -0.686 0.024 -3.082 0.00
C 1.401 2.813 2.433 0.23
C 1.438 2.117 1.064 0.35
O 2.442 2.316 0.379 0.53
H 1.578 3.903 2.303 0.00
H 2.260 2.471 3.044 -0.01
H 0.469 2.670 3.000 -0.01
```

This record from OMol25 describes a cluster of 8 separate species, C26H46N10O2 in total in a non-equilibrium geometry. The level of theory is wB97M-V/def2-TZVPD.

Results
**Kohn-Sham gap**: 8.25 eV
**Total energy**: -46701.8768 eV
**Maximum force**: 0.106 hartree/bohr
**Charge**: 0
**LUMO**: -0.084 eV
**SMILES**: c1cc[nH]c1.c1cc[nH]c1.NC(N)=O.NC(N)=O.CCCC#N.CCCC#N.CCCC#N.CCCC#N

```
84
Properties=species:S:1:pos:R:3:lowdin_charge:R:1
C -0.508 5.723 -2.770 -0.80
O -0.391 5.358 -3.934 0.02
N -0.415 4.922 -1.755 0.16
N -0.823 6.931 -2.404 0.16
H -0.309 3.919 -1.793 0.12
H -0.642 5.367 -0.877 0.10
H -0.940 7.607 -3.145 0.12
H -1.243 7.022 -1.490 0.11
C 2.855 2.645 4.630 -0.84
O 2.599 3.376 5.549 0.04
N 3.742 1.705 4.688 0.17
N 2.284 2.763 3.488 0.17
H 4.061 1.282 3.828 0.11
H 4.240 1.433 5.523 0.12
H 1.493 3.381 3.376 0.13
H 2.527 2.089 2.776 0.11
C 7.849 5.508 -2.434 -0.13
C 6.781 5.873 -1.475 -0.27
C 5.820 4.704 -1.421 -0.21
C 6.328 3.540 -0.708 -0.24
N 6.647 2.544 -0.182 0.13
H 7.510 5.297 -3.448 0.09
H 8.512 4.720 -2.077 0.08
H 8.573 6.321 -2.501 0.07
H 6.160 6.713 -1.785 0.11
H 7.154 6.067 -0.470 0.12
H 5.550 4.318 -2.405 0.13
H 4.917 4.884 -0.838 0.12
C -6.124 3.921 -0.436 -0.11
C -7.545 3.416 -0.725 -0.25
C -8.192 2.573 0.423 -0.18
C -7.410 1.434 0.928 -0.25
N -6.828 0.544 1.332 0.14
H -6.298 4.597 0.400 0.07
H -5.776 4.428 -1.336 0.07
H -5.369 3.198 -0.127 0.07
H -7.471 2.859 -1.659 0.10
H -8.235 4.251 -0.849 0.10
H -9.222 2.248 0.274 0.11
H -8.254 3.218 1.300 0.11
C -7.336 -2.009 -5.244 -0.11
C -6.503 -2.959 -4.412 -0.24
C -5.394 -3.730 -5.230 -0.18
C -5.787 -4.567 -6.369 -0.25
N -6.119 -5.197 -7.271 0.13
H -8.265 -1.833 -4.702 0.07
H -7.613 -2.446 -6.203 0.08
H -6.763 -1.085 -5.322 0.07
H -7.187 -3.749 -4.101 0.10
H -6.030 -2.534 -3.527 0.11
H -4.794 -4.455 -4.679 0.11
H -4.691 -3.025 -5.674 0.11
C 6.464 -6.225 3.595 -0.13
C 6.336 -5.587 2.234 -0.27
C 5.883 -6.584 1.175 -0.18
C 4.930 -7.675 1.603 -0.22
N 4.216 -8.485 1.972 0.14
H 6.872 -5.441 4.234 0.07
H 7.218 -7.010 3.655 0.08
H 5.548 -6.600 4.052 0.08
H 7.252 -5.050 1.987 0.11
H 5.605 -4.779 2.287 0.10
H 6.821 -7.023 0.836 0.11
H 5.489 -6.126 0.268 0.11
N -0.148 -1.588 0.027 -0.01
C 1.052 -1.372 -0.569 -0.15
C 0.815 -0.801 -1.789 -0.12
C -0.590 -0.610 -1.909 -0.10
C -1.147 -1.242 -0.785 -0.15
H -0.266 -2.001 0.941 0.15
H 1.948 -1.633 -0.024 0.11
H 1.570 -0.412 -2.456 0.09
H -1.093 -0.129 -2.734 0.08
H -2.152 -1.513 -0.496 0.11
N -2.067 -3.526 4.531 0.01
C -1.260 -2.632 5.187 -0.15
C -0.032 -3.211 5.308 -0.16
C -0.104 -4.528 4.926 -0.13
C -1.395 -4.751 4.475 -0.12
H -3.020 -3.345 4.248 0.14
H -1.616 -1.686 5.569 0.11
H 0.793 -2.791 5.865 0.10
H 0.801 -5.114 4.995 0.10
H -1.844 -5.636 4.048 0.10
```